The following is a quantum chemistry calculation of CHCuLiO3 as an isolated structure, from the OMol25 dataset.

Element x y z (Å)
O -1.14806 -0.30204 -1.13389
C -0.01505 -0.67885 -1.22237
H 0.33094 -1.37200 -0.18459
O 0.60072 0.12982 1.07520
O 1.06143 -0.29031 0.04092
Li 0.57632 1.97992 0.66695
Cu -1.40630 0.53345 0.75778

Computed properties:
Orbital gap (spin up / spin down) (eV): 9.5155 / 7.5980
⟨S²⟩: 0.77
Multiplicity: 2
F_max (eV Å⁻¹): 6.927
Net charge: +2

Charges per atom according to Mulliken partitioning, unit e: O -0.209; C 0.352; H 0.471; O -0.508; O 0.162; Li 0.930; Cu 0.803

---

The following is a quantum chemistry calculation of C3H3LiO4Tl as an isolated structure, from the OMol25 dataset.

Element x y z (Å)
O -0.92319 5.04665 1.44957
O -1.66956 1.58755 0.83253
C -1.01796 0.55076 0.28306
C -1.90816 2.71655 0.06521
O -0.79957 -0.44204 0.98831
O -0.65319 0.62150 -0.93354
C -0.92287 3.72285 -0.05693
H -2.97234 2.93915 -0.04962
H -1.12657 4.44833 -0.86522
H 0.12461 3.39045 0.06217
Tl 0.30938 -1.78293 -0.68814
Li -0.76095 2.13312 -1.98906

Computed properties:
Orbital gap (spin up / spin down) (eV): 5.6194 / 4.9724
⟨S²⟩: 0.78
Multiplicity: 2
F_max (eV Å⁻¹): 2.559
Net charge: 0

Charges per atom according to Mulliken partitioning, unit e: O -0.602; O -0.317; C 1.097; C -0.463; O -0.710; O -0.839; C -0.534; H 0.250; H 0.358; H 0.236; Tl 0.665; Li 0.859

---

The following is a quantum chemistry calculation of an isolated ion of composition C6H12N and charge +1, from the OMol25 dataset.

Element x y z (Å)
C 0.19851 -0.01921 1.36554
N -0.25436 0.06335 -0.08679
C -1.60331 -0.58665 -0.31669
C -0.47938 1.50396 -0.49068
C 0.83262 -0.57908 -0.92068
C 2.36699 -0.51584 -0.75104
C 1.91635 -1.63778 -0.16690
H -0.65963 0.15722 1.95242
H 0.57669 -0.96891 1.41601
H 0.98873 0.73960 1.58018
H -2.28788 -0.11442 0.28584
H -1.86242 -0.66578 -1.39471
H -1.61918 -1.63618 0.14056
H -0.26351 2.13347 0.46977
H 0.26097 1.81143 -1.13271
H -1.50183 1.73226 -0.83397
H 0.54885 -0.88511 -1.95942
H 3.16636 -0.00721 -1.14489
H 2.02090 -2.50289 0.50476

Computed properties:
Orbital gap (eV): 11.4159
Multiplicity: 1
SMILES: C[N+](C)(C)C1C=C1
F_max (eV Å⁻¹): 5.668
Net charge: +1

Charges per atom according to Mulliken partitioning, unit e: C -1.125; N 0.401; C -1.180; C -0.785; C -0.391; C -0.257; C -0.580; H 0.448; H 0.387; H 0.434; H 0.542; H 0.396; H 0.354; H 0.311; H 0.383; H 0.325; H 0.491; H 0.450; H 0.394

---

The following is a quantum chemistry calculation of a 2-piece molecular cluster, C4H12 overall, from the OMol25 dataset.

Element x y z (Å)
C -0.51757 -0.12573 -1.97272
C -0.84957 1.24289 -1.57847
H -1.44510 -0.74952 -2.05515
H -0.02540 -0.19647 -2.93882
H 0.08146 -0.70085 -1.23274
H -0.12192 1.98621 -1.95247
H -1.76250 1.71673 -2.06718
H -1.19173 1.32610 -0.52811
C 0.93362 0.09314 1.44493
C 0.52364 -1.20552 2.10658
H 1.70427 0.07371 0.66920
H 0.00758 0.50241 0.99284
H 1.27208 0.76948 2.22081
H 0.36053 -1.13900 3.17414
H -0.34668 -1.67713 1.64927
H 1.37729 -1.91646 2.06787

Computed properties:
Orbital gap (spin up / spin down) (eV): 13.0325 / 3.8968
⟨S²⟩: 0.75
Multiplicity: 2
F_max (eV Å⁻¹): 0.937
Net charge: +1

Charges per atom according to Mulliken partitioning, unit e: C -0.575; C -0.635; H 0.324; H 0.344; H 0.253; H 0.343; H 0.378; H 0.319; C -0.320; C -0.858; H 0.321; H -0.195; H 0.366; H 0.347; H 0.303; H 0.285

---

The following is a quantum chemistry calculation of C25H33BBr57NO3 as an isolated structure, from the OMol25 dataset.

Element x y z (Å)
C 6.05022 1.48463 -2.92558
C 5.55466 2.23887 -4.25898
O 5.52056 3.68373 -4.12746
B 4.26950 4.11098 -3.43852
N 4.42206 4.69729 -2.07389
C 2.80554 3.95966 -4.20900
C 1.57493 3.78426 -3.19752
C 0.75294 2.42256 -3.36508
C 1.63859 1.12006 -3.52538
O 1.77759 0.65784 -4.68778
O 2.24312 0.40925 -2.47057
H 6.89175 2.11822 -2.48941
H 5.16497 1.38275 -2.20740
H 6.43300 0.45333 -3.25463
H 4.53479 1.80184 -4.52638
H 6.26602 2.00136 -5.12893
H 3.71242 5.42513 -1.89510
H 4.32629 3.98691 -1.32819
H 2.69108 4.94023 -4.79556
H 2.85573 3.14655 -5.01985
H 1.90429 3.92224 -2.11994
H 0.82966 4.63431 -3.41122
H 0.04382 2.53840 -4.24008
H 0.10559 2.31087 -2.40632
H 3.05762 -0.03549 -2.80601
C -0.38721 -1.69743 -0.45761
Br -1.61317 -1.05260 0.89996
Br 0.73597 -3.13056 0.21005
Br -1.31384 -2.20611 -2.08275
H 0.27146 -0.86941 -0.71281
C -4.48776 1.53648 -0.48851
Br -4.73038 -0.27035 -1.14226
Br -2.97366 2.40148 -1.33449
Br -6.10816 2.58848 -0.64935
H -4.25999 1.46416 0.57314
C -4.34241 -2.37463 4.21133
Br -4.07902 -0.68024 3.30805
Br -2.73636 -3.45748 4.17598
Br -5.01559 -2.13568 6.01480
H -5.10595 -2.91668 3.65558
C 6.75547 7.34879 -0.51275
Br 5.58630 8.12368 0.82641
Br 7.67113 8.70967 -1.54531
Br 7.99609 6.07752 0.26430
H 6.12416 6.79372 -1.20516
C 6.02439 11.08625 4.02034
Br 5.90403 12.97406 3.59719
Br 6.41353 10.79109 5.89630
Br 4.44256 10.11940 3.45299
H 6.86253 10.68541 3.45398
C 4.58493 4.93512 -7.72869
Br 4.48988 6.83622 -8.12896
Br 4.93750 4.59026 -5.84040
Br 2.99870 3.98731 -8.32133
H 5.42706 4.53540 -8.29123
C 0.92555 -5.55947 5.28196
Br 1.92193 -4.50934 6.57032
Br -0.71576 -6.26258 6.03700
Br 0.60060 -4.57364 3.64477
H 1.54614 -6.41456 5.02018
C -8.12431 0.03996 6.54468
Br -7.14698 1.09196 7.84758
Br -9.77773 -0.66182 7.27589
Br -8.42326 1.02508 4.90202
H -7.49969 -0.81472 6.29316
C -7.55210 -2.79235 0.90963
Br -5.73426 -3.44557 0.72641
Br -7.82657 -1.89786 2.60886
Br -8.07030 -1.66554 -0.58108
H -8.20576 -3.66236 0.89611
C 0.01981 -0.08643 -7.90187
Br -0.23240 -1.90405 -8.52903
Br 1.53881 0.76556 -8.75185
Br -1.59627 0.97030 -8.08566
H 0.24323 -0.14446 -6.83788
C 5.66619 2.90832 2.01706
Br 4.43750 3.60161 3.34581
Br 6.76870 1.48158 2.72711
Br 4.74483 2.36632 0.39778
H 6.33466 3.72315 1.74478
C -5.95783 1.74154 -7.90348
Br -6.21059 -0.07416 -8.53270
Br -4.43934 2.59367 -8.75571
Br -7.57134 2.80138 -8.08739
H -5.73486 1.68213 -6.84030
C -10.15933 -5.39353 4.15469
Br -8.49030 -6.01033 3.38230
Br -9.90837 -3.79751 5.22484
Br -11.52917 -5.14668 2.80519
H -10.50907 -6.17568 4.82488
C -0.93395 -9.01569 3.23992
Br -2.22477 -7.95604 2.25680
Br -1.56652 -10.82562 3.54310
Br 0.81083 -8.99045 2.39316
H -0.81926 -8.55018 4.21719
C 4.53493 -9.90939 2.02620
Br 5.29151 -9.04884 3.59035
Br 4.78518 -8.84337 0.42657
Br 5.20609 -11.71384 1.80280
H 3.46276 -9.98696 2.19292
C -3.77312 3.27479 6.59787
Br -3.99209 1.47024 5.92282
Br -2.24844 4.16344 5.79445
Br -5.39707 4.31708 6.40828
H -3.56923 3.19433 7.66344
C -5.80223 5.36694 -11.03381
Br -4.13974 4.72310 -11.79478
Br -5.53549 6.96497 -9.96923
Br -7.16377 5.62303 -12.39003
H -6.16493 4.59235 -10.36021
C 5.77982 -5.80140 5.80988
Br 7.59780 -6.45191 5.63784
Br 5.47897 -4.94036 7.52026
Br 5.28171 -4.65593 4.32715
H 5.12603 -6.67062 5.77366
C 0.15080 -9.53833 8.41246
Br -0.51756 -9.90605 6.62967
Br 0.01773 -11.09094 9.56498
Br 1.95248 -8.82215 8.37104
H -0.48797 -8.76826 8.83994

Computed properties:
Orbital gap (eV): 8.6006
Multiplicity: 1
F_max (eV Å⁻¹): 6.252
Net charge: 0

Here are the Mulliken charges for atoms 1 to 99, given in e: C -0.545; C -0.075; O -0.568; B 0.749; N -0.370; C -0.590; C -0.794; C -0.213; C 0.496; O -0.565; O -0.406; H 0.223; H -0.269; H 0.399; H 0.132; H 0.396; H 0.287; H -0.203; H 0.427; H 0.293; H 0.275; H 0.318; H 0.354; H 0.013; H 0.305; C -0.074; Br -0.001; Br -0.028; Br -0.029; H 0.058; C -0.174; Br 0.052; Br 0.004; Br -0.044; H 0.175; C -0.164; Br 0.171; Br 0.071; Br -0.074; H 0.126; C 0.277; Br 0.033; Br -0.026; Br -0.044; H -0.228; C -0.290; Br -0.006; Br -0.006; Br -0.039; H 0.316; C -0.448; Br -0.108; Br 0.184; Br -0.052; H 0.376; C -0.240; Br -0.002; Br -0.057; Br 0.065; H 0.270; C 0.246; Br -0.039; Br -0.076; Br -0.021; H -0.169; C -0.325; Br -0.040; Br 0.106; Br -0.039; H 0.315; C -0.026; Br -0.035; Br -0.005; Br 0.079; H 0.039; C -0.130; Br 0.003; Br -0.011; Br 0.110; H 0.027; C -0.305; Br -0.004; Br 0.014; Br -0.055; H 0.342; C -0.367; Br -0.022; Br 0.047; Br -0.010; H 0.347; C 0.426; Br 0.002; Br -0.074; Br 0.067; H -0.453; C 0.031; Br 0.080; Br 0.001; Br -0.012

---

The following is a quantum chemistry calculation of C8H15Cl2NO2PZr as an isolated structure, from the OMol25 dataset.

Element x y z (Å)
C 0.71788 -3.38889 -0.63641
C 0.50923 -2.11358 0.08621
H -0.28961 -3.78626 -0.82474
H 1.34399 -4.05982 -0.00803
H 1.22923 -3.17033 -1.59184
O -0.58636 -1.58594 0.32060
Cl 1.96912 -1.19788 0.38226
Zr 0.08175 1.04270 1.05240
P -0.06252 0.92428 -1.59536
C -1.62210 1.37293 -2.41847
C 1.08637 2.23878 -2.12985
H 1.45599 -0.81418 -2.44156
H 0.52492 -0.01144 -3.73588
H -0.26975 -1.24147 -2.71752
C 0.46713 -0.42645 -2.71909
H 2.06730 2.07062 -1.66434
H 1.18055 2.19929 -3.22353
H -1.43025 1.54089 -3.48608
H -2.03503 2.28025 -1.96885
H 0.69911 3.21417 -1.81048
H -2.34115 0.55446 -2.30161
C -2.02531 1.08784 0.68902
O -3.11141 0.70945 0.49419
Cl 1.23255 3.04324 1.29847
C -0.16272 -0.19599 5.62604
C -0.07724 0.14147 4.23465
N 0.00898 0.42871 3.11245
H -1.08762 0.21282 6.05633
H 0.69682 0.21765 6.17202
H -0.16984 -1.28730 5.74898

Computed properties:
Orbital gap (eV): 7.4025
Multiplicity: 1
F_max (eV Å⁻¹): 9.757
Net charge: +3

Charges per atom according to Mulliken partitioning, unit e: C -0.982; C 0.804; H 0.335; H 0.403; H 0.349; O -0.426; Cl -0.041; Zr 0.936; P 1.023; C -1.345; C -1.245; H 0.369; H 0.543; H 0.386; C -1.249; H 0.441; H 0.420; H 0.420; H 0.450; H 0.431; H 0.421; C 0.504; O -0.014; Cl -0.240; C -0.843; C 0.380; N -0.261; H 0.341; H 0.349; H 0.342

---

The following is a quantum chemistry calculation of C27H22N6O4RuS as an isolated structure, from the OMol25 dataset.

Element x y z (Å)
Ru -0.12003 0.07439 -0.54418
C -2.92816 -1.13655 -1.46359
O -1.94015 -1.00195 -0.40295
C -2.37340 -1.11113 0.91763
C -3.61429 -1.58510 1.25961
C -3.94591 -1.66774 2.61244
C -3.03876 -1.28087 3.59173
C -1.79011 -0.80548 3.24269
C -1.43447 -0.71121 1.88838
N -0.22227 -0.25121 1.43399
N 0.62360 0.14215 2.43363
C 1.78250 0.69252 2.10120
C 2.32600 0.93830 0.77455
O 1.67603 0.63695 -0.35668
C 3.58853 1.50015 0.60524
C 4.36130 1.85204 1.67860
C 3.88551 1.66252 3.01666
C 4.66847 2.03898 4.11021
C 4.20483 1.87036 5.40058
C 2.94461 1.31937 5.61789
C 2.15875 0.93720 4.54728
C 2.61342 1.09957 3.23301
H -3.28757 -2.16226 -1.47147
H -2.40583 -0.90818 -2.38310
H -3.73434 -0.42808 -1.28531
H -4.32537 -1.89172 0.50762
H -4.92209 -2.04002 2.89080
H -3.31084 -1.35054 4.63554
H -1.06910 -0.50144 3.98364
H 3.93616 1.64517 -0.40873
H 5.34284 2.28106 1.52449
H 5.64727 2.46687 3.93266
H 4.82016 2.16688 6.23940
H 2.57914 1.18950 6.62753
H 1.18235 0.50805 4.71259
N 0.55092 -5.49217 -2.75882
C 0.42314 -4.16192 -3.04701
C -0.60724 -3.70580 -3.87774
C -0.74406 -2.35974 -4.15862
C 0.14169 -1.44359 -3.60550
C 1.19033 -1.88654 -2.79648
C 1.31767 -3.22654 -2.50182
S -0.02870 0.25787 -3.94988
O 1.24820 0.82393 -4.24934
O -1.15787 0.45849 -4.80464
N -0.46617 0.74379 -2.40228
C -0.82637 2.05115 -2.09484
N -0.79741 3.06214 -2.94569
C -1.12580 4.24399 -2.43590
C -1.45175 4.44084 -1.09491
C -1.41609 3.33202 -0.28210
N -1.12108 2.12826 -0.77965
H 0.01822 -6.16569 -3.27779
H 1.38337 -5.82790 -2.31080
H -1.29660 -4.42052 -4.31084
H -1.53783 -2.00742 -4.80483
H 1.92568 -1.18030 -2.42428
H 2.13028 -3.57017 -1.87310
H -1.10905 5.07844 -3.12776
H -1.71286 5.41369 -0.70812
H -1.62874 3.38313 0.77877

Computed properties:
Orbital gap (spin up / spin down) (eV): 6.9738 / 4.9626
⟨S²⟩: 8.81
Multiplicity: 6
F_max (eV Å⁻¹): 0.532
Net charge: +1

Charges per atom according to Mulliken partitioning, unit e: Ru 0.473; C -0.883; O -0.005; C 0.903; C -0.643; C -0.664; C -0.953; C -0.140; C -0.095; N 0.417; N -0.714; C -0.110; C 0.576; O -0.445; C -0.700; C -0.970; C 0.743; C -0.854; C -0.496; C -0.907; C -0.021; C 0.722; H 0.339; H 0.108; H 0.432; H 0.472; H 0.427; H 0.429; H 0.466; H 0.502; H 0.401; H 0.421; H 0.403; H 0.418; H 0.416; N -0.492; C 1.013; C -0.786; C -0.237; C -0.214; C -0.533; C -0.886; S 1.225; O -0.706; O -0.690; N 0.176; C 0.652; N -0.540; C -0.167; C -0.733; C -0.084; N -0.033; H 0.205; H 0.210; H 0.337; H 0.525; H 0.595; H 0.356; H 0.457; H 0.396; H 0.488

---

The following is a quantum chemistry calculation of one molecule with the formula C6H10O, from the OMol25 dataset.

Element x y z (Å)
C 0.54158 1.42349 1.38609
C 0.98467 0.73627 0.11355
C 0.15052 0.41646 -1.09177
C -1.27289 0.02131 -0.68709
C -0.69434 -1.19430 0.08147
O -0.92550 -2.42885 -0.55572
C 0.72367 -0.69378 -0.22041
H 1.31099 1.28497 2.15384
H -0.39435 1.02673 1.79237
H 0.41296 2.50021 1.23327
H 1.99968 1.00863 -0.17589
H 0.46124 0.69592 -2.09351
H -1.90444 -0.33027 -1.50665
H -1.81947 0.77590 -0.11091
H -1.00148 -1.34509 1.11925
H -0.39506 -2.40452 -1.36459
H 1.53614 -1.38818 -0.40126

Computed properties:
Orbital gap (eV): 10.6325
Multiplicity: 1
SMILES: C[C@@H]1[C@@H]2C[C@@H](O)[C@H]12
F_max (eV Å⁻¹): 0.637
Net charge: 0

Charges per atom according to Mulliken partitioning, unit e: C -1.417; C 0.119; C -0.271; C -0.861; C 0.176; O -0.580; C -0.597; H 0.366; H 0.331; H 0.311; H 0.434; H 0.346; H 0.334; H 0.264; H 0.327; H 0.337; H 0.381